(1)
Computed, not measured: a structure of composition C21H62AgBN5O7V in a non-equilibrium geometry, with ωB97M-V/def2-TZVPD.

* spin multiplicity: 2
* E_LUMO (alpha / beta): -3.78 / -3.54 eV
* highest occupied orbital energy (alpha / beta): -11.71 / -11.71 eV
* charge: +1
* largest force on an atom: 0.09854 hartree/bohr
* orbital gap (alpha / beta): 7.934 / 8.164 eV

Positions of all 98 atoms, in Å:
O1 -1.03959 -2.91725 2.30851
V1 -0.78196 -1.52408 1.55791
Ag1 0.08268 1.34864 2.60152
B1 -0.04224 0.47713 0.04893
H1 0.63116 -0.15415 0.65727
H2 -0.49225 1.34229 0.58452
H3 0.54979 0.88582 -0.80400
H4 -0.81883 -0.23798 -0.26955
C1 1.63899 -0.88969 4.07179
O2 0.73038 -1.14864 3.04752
H5 1.67993 0.15758 4.38885
H6 1.48169 -1.44062 5.00439
H7 2.69110 -1.12893 3.88356
C2 -4.41460 3.26202 -1.00299
C3 -3.18659 2.60681 -1.75249
C4 -1.99498 3.59836 -1.72477
O3 -2.27489 4.76828 -2.47431
C5 -1.12295 5.36548 -2.95643
N1 -2.84362 1.46155 -0.96103
H8 -4.11796 3.32532 0.04599
H9 -5.24432 2.55520 -1.01024
H10 -4.71311 4.23918 -1.37676
H11 -3.31654 2.35419 -2.80548
H12 -1.11625 2.98738 -1.93891
H13 -2.04037 3.93176 -0.68258
H14 -1.32818 5.98568 -3.83403
H15 -0.41849 4.64451 -3.37749
H16 -0.63162 6.11503 -2.32959
H17 -2.56611 1.74411 -0.02692
H18 -1.94941 1.11687 -1.29595
C6 -0.29977 5.67998 1.07264
C7 0.07221 4.22623 1.40300
C8 1.44712 4.22096 2.09733
O4 1.97382 2.92456 2.35612
C9 3.34877 2.71796 2.64257
N2 -0.94920 3.61956 2.33085
H19 -0.14348 6.37432 1.89896
H20 -1.30776 5.76225 0.66709
H21 0.36654 6.05941 0.29511
H22 0.17076 3.60212 0.51504
H23 1.39759 4.80439 3.02222
H24 2.13463 4.81716 1.49200
H25 3.96463 2.72729 1.74343
H26 3.45707 1.76620 3.16078
H27 3.62626 3.49225 3.36072
H28 -0.92106 4.15134 3.19545
H29 -1.87367 3.87959 2.00396
C10 -4.50910 -3.20424 0.23866
C11 -3.19181 -2.83264 -0.51401
C12 -3.33632 -2.61301 -2.02893
O5 -2.15805 -1.98176 -2.51226
C13 -2.15671 -1.64179 -3.86646
N3 -2.72979 -1.59825 0.09670
H30 -4.38262 -3.19852 1.32109
H31 -4.85501 -4.22602 0.07190
H32 -5.34520 -2.58403 -0.08631
H33 -2.46822 -3.64676 -0.44735
H34 -4.13873 -1.90725 -2.25975
H35 -3.44350 -3.58031 -2.52381
H36 -1.91262 -2.53998 -4.44146
H37 -1.42752 -0.87405 -4.11752
H38 -3.15980 -1.36771 -4.20243
H39 -3.56807 -1.08260 0.34447
H40 -2.33065 -0.96252 -0.58638
C14 3.35027 0.59332 -2.46815
C15 3.08801 -0.83757 -1.91918
C16 3.32366 -1.08770 -0.39715
O6 4.69600 -1.34027 -0.16855
C17 4.90523 -1.64113 1.21051
N4 1.78128 -1.24743 -2.41109
H41 2.59489 1.31673 -2.15905
H42 3.43476 0.57388 -3.55413
H43 4.30230 0.93862 -2.05861
H44 3.72624 -1.51291 -2.49165
H45 2.70920 -1.95320 -0.12906
H46 2.86284 -0.33641 0.25158
H47 4.10519 -2.27963 1.58905
H48 4.73255 -0.65852 1.66390
H49 5.93684 -1.92453 1.40086
H50 1.91794 -1.19078 -3.41430
H51 1.11320 -0.49370 -2.28241
C18 0.92266 -4.66444 -1.42577
C19 0.38142 -4.20152 -0.05587
C20 1.44285 -4.40213 1.08334
O7 0.85147 -5.18163 2.11197
C21 1.41464 -4.84605 3.39862
N5 0.09514 -2.77401 -0.17949
H52 0.21655 -4.32842 -2.18846
H53 1.04498 -5.74582 -1.46038
H54 1.83997 -4.15611 -1.72621
H55 -0.38476 -4.85443 0.36292
H56 1.77968 -3.43576 1.46913
H57 2.35128 -4.84387 0.66550
H58 1.12419 -3.85464 3.75395
H59 2.49557 -4.89732 3.54587
H60 1.02205 -5.51899 4.16117
H61 -0.53919 -2.59533 -0.95382
H62 0.97952 -2.43430 -0.54566

Atomic partial charges in e from the Mulliken method, atoms 1 to 2: -0.27, 0.57

(2)
Computed, not measured: the molecule C3H4N4 in a non-equilibrium geometry, with ωB97M-V/def2-TZVPD.

* SMILES: [H]/N=N\c1c[nH]cn1
* E_LUMO: -0.39 eV
* highest occupied orbital energy: -9.09 eV
* charge: 0
* largest force on an atom: 0.15898 hartree/bohr
* orbital gap: 8.699 eV

Positions of all 11 atoms, in Å:
C1 0.04438 0.12124 -0.42804
C2 0.15801 -1.27645 -0.45596
C3 -0.16073 -0.61717 1.71188
H1 -0.28006 2.47287 -0.44557
H2 0.02112 -2.15261 -1.23201
H3 0.40271 -2.67951 1.33539
H4 -0.36248 -0.59683 2.71433
N1 -0.11117 2.26668 -1.40717
N2 0.25083 0.96200 -1.39492
N3 -0.03732 -1.75329 0.82737
N4 -0.10680 0.46607 0.92623

Atomic partial charges in e from the Mulliken method, atoms 1 to 2: 0.45, -0.11

(3)
Computed, not measured: a cluster of 2 separate species, C12H17N2 in total in a non-equilibrium geometry, with ωB97M-V/def2-TZVPD.

* E_LUMO: -4.18 eV
* highest occupied orbital energy: -13.17 eV
* charge: +1
* largest force on an atom: 0.09126 hartree/bohr
* orbital gap: 8.992 eV

Positions of all 31 atoms, in Å:
C1 0.03369 -2.34330 -0.06795
C2 1.47385 1.37821 0.09262
C3 1.38347 0.92324 1.43400
C4 2.09298 0.66927 -0.87865
C5 1.92162 -0.27068 1.62317
C6 2.72342 -0.58443 -0.56764
C7 3.21969 -1.58826 -1.49850
C8 -3.19893 1.97614 -1.02029
C9 -3.50434 1.05676 0.21134
C10 -2.25611 0.57265 0.94357
C11 -1.42163 -0.42628 0.18125
C12 -0.87339 -1.59024 0.66132
N1 0.91421 -2.93122 -0.47500
N2 2.56642 -0.98384 0.71577
H1 0.85941 2.15799 -0.19194
H2 0.59294 1.30852 1.97663
H3 2.19613 0.91438 -1.93387
H4 1.78481 -0.82037 2.57085
H5 3.97052 -2.29685 -1.12077
H6 2.42457 -2.09876 -1.97045
H7 3.74253 -0.98965 -2.36933
H8 -4.06801 2.53872 -1.33418
H9 -2.30218 2.58546 -0.80712
H10 -2.96373 1.48203 -1.92680
H11 -3.95739 1.73602 0.90044
H12 -4.36553 0.29719 0.08662
H13 -1.43643 1.30789 1.18070
H14 -2.41521 0.15039 1.91384
H15 -1.14586 -0.22581 -0.85606
H16 2.87025 -2.08436 0.88557
H17 -0.86178 -1.82078 1.64084

Atomic partial charges in e from the Mulliken method, atoms 1 to 2: 0.34, -0.16

(4)
Computed, not measured: a cluster of 17 separate species, C2H38NO18 in total in a non-equilibrium geometry, with ωB97M-V/def2-TZVPD.

* E_LUMO: -2.40 eV
* highest occupied orbital energy: -12.83 eV
* charge: +1
* largest force on an atom: 0.23037 hartree/bohr
* orbital gap: 10.435 eV

Positions of all 59 atoms, in Å:
O1 -1.33962 -0.35773 2.04894
C1 -0.82882 -0.80167 1.07911
O2 -1.21886 -0.68853 -0.19899
C2 0.66902 -1.31623 1.02075
N1 0.98765 -2.01114 -0.32147
H1 -4.11110 3.29589 2.12785
H2 1.29286 -0.38062 0.95277
H3 1.12655 -2.22038 1.81973
H4 2.02464 -2.05985 -0.48516
H5 0.45775 -2.95644 -0.29793
H6 0.46133 -1.46216 -1.09687
H7 4.20422 -3.34501 2.58380
H8 4.01570 -1.84898 2.37152
O3 3.58156 -2.62338 2.16676
H9 -1.89605 0.68074 -3.32820
H10 -1.12078 -0.28147 -2.12402
O4 -1.66933 -0.19837 -3.01531
H11 -0.11463 3.50892 2.48748
H12 -0.76699 2.19484 2.87440
O5 -0.42644 2.64608 2.08922
H13 3.19456 2.87549 2.71667
H14 2.54872 2.15021 3.88538
O6 2.55157 3.04937 3.40631
H15 -3.16531 0.62610 1.06338
H16 -3.71975 -0.05186 2.24545
O7 -3.82158 0.13129 1.25276
H17 -2.54828 -4.12150 3.12961
H18 -2.28057 -2.74508 3.32699
O8 -2.37640 -3.32541 2.71791
H19 -4.94864 2.21113 1.44910
H20 -2.05174 -0.23493 -0.58240
O9 -4.51709 2.96941 1.25128
H21 2.99884 0.39276 -4.48965
H22 1.49291 0.69275 -4.71393
O10 2.13248 0.09056 -4.31833
H23 -1.06822 -4.40847 -1.20494
H24 -1.86821 -3.65171 -0.11648
O11 -1.09089 -3.68002 -0.73136
H25 3.40869 0.81080 1.32696
H26 4.80464 1.02937 2.11513
O12 3.82177 1.08396 2.16472
H27 -0.98613 2.87955 -3.41841
H28 -2.07667 2.86047 -4.29646
O13 -1.85371 2.36713 -3.59204
H29 4.10902 -1.64745 -0.86796
H30 3.57101 -0.42634 -1.76019
O14 3.53502 -0.88886 -0.82744
H31 -0.45832 2.65210 -0.66687
H32 -0.96063 1.25805 -1.10961
O15 -0.43424 2.00907 -1.32890
H33 -3.24375 0.34458 -2.20568
H34 -3.40059 1.52547 -1.14423
O16 -2.98123 0.80047 -1.15078
H35 1.79176 -2.88320 -3.25243
H36 2.00835 -1.30373 -3.22099
O17 2.17484 -2.24768 -2.72762
H37 2.06864 2.95463 -0.33278
H38 2.60625 2.28104 0.80293
O18 2.26281 2.06135 -0.07123

Atomic partial charges in e from the Mulliken method, atoms 1 to 2: -0.57, 0.69

(5)
Computed, not measured: a cluster of 2 separate species, C26H60BIN5O7P2SSi in total in a non-equilibrium geometry, with ωB97M-V/def2-TZVPD.

* E_LUMO: -2.88 eV
* highest occupied orbital energy: -11.25 eV
* charge: +1
* largest force on an atom: 0.06544 hartree/bohr
* orbital gap: 8.372 eV

Positions of all 104 atoms, in Å:
C1 -2.03149 -1.80470 2.12552
C2 -1.43219 -2.45543 0.86606
C3 -2.14592 -2.22121 -0.47317
I1 -4.20712 -2.85378 0.02179
C4 -2.13416 -0.76657 -0.96732
C5 -2.81062 -0.47983 -2.33846
C6 -3.93405 -1.32683 -2.93156
C7 -3.51201 -2.71382 -3.43227
C8 -4.46356 -3.15729 -4.56691
C9 -4.64265 -4.68128 -4.73943
C10 -3.46759 -5.55382 -4.30456
N1 -2.18339 -5.20349 -4.91702
N2 -3.19138 0.97519 -2.34294
C11 -4.60357 1.31864 -2.14727
C12 -5.24668 0.92403 -0.79243
C13 -5.42292 2.09635 0.17558
O1 -6.55257 0.41649 -1.05571
C14 -2.24995 1.69267 -1.73016
N3 -2.48820 2.82188 -1.09498
B1 -1.49504 3.67947 -0.35295
O2 -1.38814 3.40528 0.97340
O3 -0.86327 4.69586 -0.98556
N4 -0.92685 1.22306 -1.80318
C15 -0.32792 1.58174 -3.10625
C16 0.46206 2.88757 -3.06100
N5 1.71232 3.01164 -2.93405
C17 -0.69339 -0.12091 -1.13763
P1 0.02532 0.42314 0.52120
S1 1.61079 -0.44444 1.23227
Si1 0.64447 -1.30595 -1.96420
C18 0.17407 -1.80125 -3.73437
C19 2.26715 -0.37797 -2.21103
C20 1.03873 -2.95156 -1.18132
H1 -1.20563 -1.44229 2.74413
H2 -2.56725 -2.51725 2.74594
H3 -2.67550 -0.94476 1.93703
H4 -0.37320 -2.20735 0.81204
H5 -1.48595 -3.53440 1.02123
H6 -1.85653 -2.95216 -1.22153
H7 -2.63704 -0.24794 -0.14320
H8 -2.05377 -0.54072 -3.12201
H9 -4.84576 -1.35783 -2.33966
H10 -4.22629 -0.79156 -3.84366
H11 -3.49586 -3.45555 -2.63992
H12 -2.53138 -2.58248 -3.88761
H13 -5.42565 -2.65171 -4.46732
H14 -4.02887 -2.77425 -5.49442
H15 -4.78527 -4.86464 -5.80796
H16 -5.56003 -5.00059 -4.24283
H17 -3.38692 -5.55686 -3.21479
H18 -3.71250 -6.58565 -4.56927
H19 -1.54597 -4.82933 -4.23135
H20 -2.28661 -4.55235 -5.68225
H21 -4.71447 2.39880 -2.26697
H22 -5.22832 0.92833 -2.94403
H23 -4.69469 0.13267 -0.28149
H24 -5.52053 3.04937 -0.35275
H25 -4.59810 2.16107 0.88680
H26 -6.34435 1.95533 0.73443
H27 -6.52000 -0.54346 -1.11615
H28 -3.43759 3.17172 -1.08158
H29 -1.07304 4.16515 1.47639
H30 0.05298 4.80794 -0.70768
H31 0.28440 0.82550 -3.58759
H32 -1.12962 1.78736 -3.82783
H33 -0.11838 3.80059 -3.19539
H34 2.16741 2.10257 -2.84101
H35 -1.06560 0.46782 1.40503
H36 0.34789 1.76325 0.30136
H37 -0.36058 -1.04775 -4.31136
H38 -0.36653 -2.74829 -3.73237
H39 1.11335 -1.98640 -4.26078
H40 2.38004 0.47434 -1.54090
H41 2.33114 0.00800 -3.23195
H42 3.10126 -1.06378 -2.07038
H43 1.89501 -3.32849 -1.74936
H44 1.32437 -2.95605 -0.13408
H45 0.25458 -3.70071 -1.31340
O4 6.80267 0.55699 4.29766
P2 6.18870 1.43639 5.29394
O5 5.24168 0.70392 6.32511
C21 5.75444 -0.37562 7.12926
C22 6.51526 0.12844 8.33792
O6 5.07536 2.33869 4.54113
C23 5.07585 2.47137 3.12032
C24 3.95589 1.65241 2.51624
O7 6.84552 2.55866 6.18505
C25 7.53326 3.65474 5.53649
C26 6.78560 4.93646 5.81553
H46 6.37943 -1.02599 6.51342
H47 4.88504 -0.95138 7.44149
H48 7.43472 0.63508 8.04251
H49 6.77763 -0.70356 8.99144
H50 5.91219 0.84393 8.89681
H51 6.03674 2.17468 2.69913
H52 4.93287 3.53376 2.90412
H53 4.06776 0.60161 2.78262
H54 3.95050 1.73770 1.42809
H55 2.98871 1.98422 2.89764
H56 7.62458 3.47384 4.46331
H57 8.53824 3.69470 5.95369
H58 5.80500 4.92197 5.34046
H59 7.34735 5.79182 5.43956
H60 6.63005 5.05703 6.88739

Atomic partial charges in e from the Mulliken method, atoms 1 to 2: -1.69, -0.19